{
  "formula": "C16H26N3",
  "method": "ωB97M-V/def2-TZVPD",
  "e_above_lowest_kj_mol": 0.0,
  "charge": 1,
  "e_tot_ev": -21477.4996,
  "species": ["C", "C", "C", "N", "C", "C", "C", "C", "C", "C", "C", "C", "H", "H", "H", "H", "H", "H", "H", "H", "H", "H", "H", "H", "H", "H", "N", "C", "C", "C", "C", "C", "N", "H", "H", "H", "H", "H", "H", "H", "H", "H", "H", "H", "H"],
  "xyz": [[-3.225, -2.832, 2.282], [-4.031, -1.801, 1.489], [-3.059, -0.682, 1.101], [-1.718, -1.265, 1.265], [-0.618, -0.577, 1.019], [0.716, -1.127, 1.175], [1.031, -2.427, 0.707], [2.275, -2.993, 0.960], [3.255, -2.267, 1.649], [2.974, -0.964, 2.081], [1.732, -0.389, 1.838], [-1.752, -2.579, 1.932], [-3.388, -2.729, 3.358], [-3.497, -3.848, 1.992], [-4.405, -2.271, 0.574], [-4.887, -1.421, 2.050], [-3.226, -0.339, 0.071], [-3.178, 0.193, 1.760], [-0.743, 0.496, 0.817], [0.287, -2.991, 0.142], [2.487, -4.008, 0.622], [4.230, -2.717, 1.850], [3.734, -0.408, 2.630], [1.492, 0.607, 2.216], [-1.103, -2.606, 2.821], [-1.396, -3.369, 1.253], [1.135, 3.341, 0.381], [0.870, 3.765, -0.989], [1.282, 2.619, -1.907], [1.043, 2.880, -3.409], [0.655, 1.495, -3.968], [0.181, 0.664, -2.743], [0.541, 1.445, -1.609], [2.140, 3.215, 0.498], [0.843, 4.066, 1.028], [-0.210, 3.930, -1.114], [1.409, 4.682, -1.273], [2.371, 2.450, -1.759], [0.206, 3.581, -3.537], [1.926, 3.308, -3.895], [-0.132, 1.576, -4.722], [1.532, 1.023, -4.430], [-0.910, 0.492, -2.802], [0.660, -0.330, -2.744], [0.469, 1.108, -0.658]],
  "lowdin_charge": [-0.1395, -0.1441, -0.1015, -0.0236, 0.0629, -0.1977, -0.0291, -0.0474, -0.0351, -0.0503, -0.0071, -0.1020, 0.1197, 0.1196, 0.1194, 0.1228, 0.1393, 0.1429, 0.1516, 0.1163, 0.1189, 0.1210, 0.1180, 0.1202, 0.1496, 0.1218, -0.0133, -0.2522, -0.3879, -0.1272, -0.1486, -0.2268, -0.0462, 0.0731, 0.0691, 0.1211, 0.1186, 0.1416, 0.1148, 0.1153, 0.1047, 0.1082, 0.1007, 0.1016, 0.0666]
}

---

{
  "formula": "C16H26N6O6Ti",
  "method": "ωB97M-V/def2-TZVPD",
  "e_above_lowest_kj_mol": 0.0,
  "spin_multiplicity": 2,
  "charge": 1,
  "e_tot_ev": -61344.2762,
  "species": ["O", "H", "Ti", "N", "N", "N", "N", "O", "O", "O", "O", "C", "C", "C", "C", "C", "H", "H", "H", "C", "H", "H", "H", "C", "C", "H", "H", "H", "H", "H", "H", "H", "H", "C", "H", "H", "H", "O", "H", "H", "N", "C", "N", "C", "C", "C", "C", "C", "C", "H", "H", "H", "H", "H", "H"],
  "xyz": [[-2.731, 0.390, -1.986], [-3.448, 0.958, -2.324], [-0.106, 0.466, 0.878], [-0.752, 2.657, 0.295], [0.748, 1.102, -1.042], [-0.861, -1.152, 2.224], [0.974, -1.311, 0.546], [-1.614, 3.259, 0.980], [-1.966, -1.251, 3.120], [2.147, -1.350, -0.123], [1.561, 0.349, -1.777], [0.448, 2.281, -1.674], [-0.499, 3.069, -0.996], [-0.379, -2.402, 2.089], [0.679, -2.493, 1.163], [-1.167, 4.252, -1.591], [-2.124, 3.982, -2.073], [-0.554, 4.686, -2.390], [-1.356, 5.050, -0.860], [1.109, 2.618, -2.957], [0.854, 1.856, -3.706], [2.199, 2.624, -2.835], [0.784, 3.603, -3.304], [-0.934, -3.486, 2.941], [1.520, -3.705, 0.941], [-2.030, -3.547, 2.828], [-0.676, -3.313, 4.004], [-0.483, -4.452, 2.651], [1.957, -3.752, -0.060], [0.937, -4.622, 1.086], [2.352, -3.753, 1.662], [-2.204, -0.324, 3.360], [1.932, -0.571, -0.914], [-2.469, -0.751, -2.820], [-2.748, -0.474, -3.830], [-2.917, -1.674, -2.422], [-1.382, -0.800, -2.699], [-1.872, 0.329, 0.298], [-2.287, 0.380, -0.929], [-2.391, -0.292, 0.854], [3.178, 2.624, 2.220], [2.047, 2.470, 1.512], [1.351, 1.440, 1.999], [2.070, 0.878, 3.058], [1.893, -0.344, 3.701], [2.927, -0.801, 4.519], [4.073, -0.011, 4.714], [4.254, 1.201, 4.029], [3.226, 1.625, 3.209], [3.888, 3.335, 2.035], [1.676, 3.109, 0.716], [0.964, -0.871, 3.508], [2.820, -1.769, 5.014], [4.829, -0.383, 5.401], [5.163, 1.804, 4.126]],
  "lowdin_charge": [-0.0125, 0.1738, 1.0895, -0.2050, -0.1583, -0.0867, -0.0789, -0.1125, -0.0429, -0.0498, -0.1963, -0.2747, -0.3060, -0.2633, -0.2304, -0.0323, 0.0876, 0.0669, 0.0872, -0.0069, 0.0973, 0.1012, 0.0721, 0.0100, -0.0004, 0.1072, 0.1167, 0.0886, 0.0945, 0.0826, 0.1101, 0.1364, 0.0264, -0.0043, 0.1076, 0.1084, 0.1031, -0.2613, 0.0758, 0.0680, 0.1589, -0.0795, -0.0133, -0.2082, -0.0054, -0.0573, -0.0601, 0.0032, -0.1789, 0.1819, 0.1391, 0.0843, 0.1119, 0.1112, 0.1236]
}

---

{
  "formula": "C16H26N8RuS3",
  "method": "ωB97M-V/def2-TZVPD",
  "e_above_lowest_kj_mol": 40.5,
  "spin_multiplicity": 5,
  "charge": 2,
  "e_tot_ev": -64006.7499,
  "species": ["Ru", "S", "C", "S", "C", "C", "N", "C", "N", "N", "C", "C", "C", "N", "H", "H", "H", "H", "H", "H", "H", "H", "H", "H", "S", "C", "N", "C", "C", "N", "H", "H", "H", "H", "H", "H", "N", "C", "N", "C", "C", "C", "C", "C", "H", "H", "H", "H", "H", "H", "H", "H", "H", "H"],
  "xyz": [[-0.203, -0.204, 0.035], [0.073, -0.224, 2.363], [1.780, -0.314, 2.031], [2.068, -0.577, 0.341], [2.765, -0.203, 2.986], [4.139, -0.172, 2.665], [5.255, -0.115, 2.413], [2.427, -0.085, 4.351], [2.132, -0.003, 5.455], [0.056, -0.127, -2.228], [1.020, 0.828, -2.795], [0.626, 2.282, -2.542], [0.997, 2.788, -1.150], [0.114, 2.239, -0.120], [0.338, -1.076, -2.489], [-0.866, 0.034, -2.645], [1.092, 0.665, -3.877], [2.003, 0.625, -2.355], [-0.448, 2.412, -2.707], [1.150, 2.903, -3.268], [0.946, 3.885, -1.153], [2.028, 2.502, -0.920], [-0.830, 2.609, -0.234], [0.442, 2.523, 0.802], [-1.104, -2.779, -0.790], [-0.438, -4.260, -0.288], [-1.209, -5.280, 0.064], [-0.437, -6.477, 0.356], [1.013, -6.006, 0.118], [0.844, -4.601, -0.243], [-2.215, -5.253, 0.075], [-0.731, -7.288, -0.313], [-0.613, -6.796, 1.386], [1.497, -6.551, -0.698], [1.636, -6.094, 1.010], [1.621, -4.012, -0.500], [-2.213, 0.081, -0.096], [-3.363, -0.104, -0.168], [-4.626, -0.263, -0.237], [-5.396, 0.173, -1.399], [-6.741, -0.544, -1.432], [-6.559, -2.027, -1.119], [-5.981, -2.229, 0.291], [-5.363, -0.932, 0.822], [-4.828, -0.066, -2.302], [-5.538, 1.259, -1.361], [-7.170, -0.415, -2.424], [-7.436, -0.096, -0.722], [-5.903, -2.477, -1.866], [-7.519, -2.532, -1.200], [-5.231, -3.020, 0.279], [-6.763, -2.526, 0.989], [-4.700, -1.116, 1.667], [-6.158, -0.253, 1.142]],
  "lowdin_charge": [0.8208, 0.6707, -1.0346, 0.6505, -0.2841, -0.1614, 0.2715, -0.1685, 0.2747, -0.0987, -0.2443, -0.1733, -0.2494, -0.0444, 0.0555, 0.0994, 0.1306, 0.0991, 0.1195, 0.1273, 0.1289, 0.1162, 0.0943, 0.0873, 0.5969, -0.8355, 0.0310, -0.1016, -0.1002, 0.0426, 0.1477, 0.1300, 0.1284, 0.1297, 0.1268, 0.1438, -0.0012, -0.2110, -0.0612, -0.1143, -0.1666, -0.1714, -0.1475, -0.1153, 0.1340, 0.1377, 0.1281, 0.1216, 0.1157, 0.1193, 0.1071, 0.1226, 0.1371, 0.1381]
}

---

{
  "formula": "C16H26NSY",
  "method": "ωB97M-V/def2-TZVPD",
  "charge": 2,
  "e_tot_ev": -30361.0184,
  "species": ["C", "H", "H", "H", "C", "H", "H", "C", "H", "H", "H", "C", "C", "C", "C", "C", "C", "C", "C", "C", "C", "Y", "H", "H", "H", "H", "H", "H", "H", "H", "H", "H", "H", "H", "H", "H", "H", "S", "C", "C", "N", "C", "H", "H", "H"],
  "xyz": [[1.537, 2.154, -0.642], [2.454, 2.625, -0.010], [1.855, 1.408, -1.429], [1.635, 0.617, 1.531], [0.347, 3.108, -0.744], [-0.534, 2.501, -1.144], [0.029, 3.445, 0.293], [0.726, 4.262, -1.640], [-0.148, 4.887, -1.684], [1.579, 4.770, -1.208], [0.985, 3.841, -2.600], [-0.833, -1.777, 0.226], [-1.504, -1.020, -0.784], [-0.527, -0.638, -1.771], [0.745, -1.154, -1.349], [0.558, -1.824, -0.097], [1.590, -2.546, 0.686], [2.002, -1.097, -2.140], [-0.794, 0.060, -3.056], [-2.960, -0.744, -0.819], [-1.500, -2.476, 1.349], [0.116, 0.895, 0.238], [2.867, -1.350, -1.524], [1.965, -1.818, -2.966], [2.169, -0.113, -2.585], [2.596, -2.261, 0.373], [1.497, -2.347, 1.760], [1.494, -3.630, 0.545], [-2.216, -1.827, 1.858], [-2.044, -3.360, 0.995], [-0.779, -2.810, 2.092], [-3.193, 0.049, -1.523], [-3.542, -1.625, -1.105], [-3.310, -0.428, 0.165], [-0.016, 0.793, -3.281], [-0.827, -0.639, -3.898], [-1.749, 0.587, -3.030], [-1.814, -0.106, 4.130], [-0.225, -0.684, 4.628], [0.750, -0.309, 3.648], [0.164, 0.438, 2.601], [-1.166, 0.603, 2.703], [-0.016, -1.220, 5.494], [1.784, -0.502, 3.676], [-1.747, 1.260, 2.036]],
  "lowdin_charge": [-0.2201, 0.1483, 0.0795, 0.1653, -0.3667, 0.1009, 0.1406, -0.0390, 0.0971, 0.1043, 0.0985, -0.2337, -0.2529, -0.2842, -0.2446, -0.2612, -0.0251, -0.0020, -0.0221, -0.0032, -0.0109, 1.3357, 0.0927, 0.1239, 0.0767, 0.0830, 0.0683, 0.1121, 0.0560, 0.1195, 0.0856, 0.0822, 0.1189, 0.0843, 0.0800, 0.1122, 0.0831, 1.1232, -0.2420, -0.1332, -0.1996, -0.4956, 0.0669, 0.1058, 0.0916]
}

---

{
  "formula": "C16H27BrClN6O7",
  "method": "ωB97M-V/def2-TZVPD",
  "e_above_lowest_kj_mol": 101.7,
  "charge": 1,
  "e_tot_ev": -122858.9628,
  "species": ["C", "C", "C", "Br", "N", "C", "C", "O", "Cl", "C", "N", "C", "C", "C", "O", "O", "N", "C", "C", "C", "O", "N", "O", "C", "C", "C", "O", "H", "H", "H", "H", "H", "H", "H", "H", "H", "H", "H", "H", "H", "H", "H", "H", "H", "H", "H", "H", "H", "H", "H", "C", "O", "N", "N", "H", "H", "H", "H"],
  "xyz": [[2.830, -3.200, -2.760], [3.117, -3.220, -1.266], [3.605, -1.843, -0.752], [5.362, -1.973, 0.064], [2.599, -1.281, 0.165], [2.521, -1.816, 1.506], [3.013, -0.828, 2.578], [2.644, -0.928, 3.725], [4.075, 0.518, 2.113], [1.831, -0.308, -0.305], [1.885, 0.257, -1.517], [0.970, 1.205, -1.555], [0.829, 2.034, -2.776], [-0.612, 2.340, -3.153], [-1.503, 1.532, -3.109], [-0.862, 3.612, -3.537], [0.317, 1.286, -0.404], [-0.733, 2.186, 0.013], [-0.156, 3.203, 0.995], [-1.128, 4.288, 1.377], [-0.656, 3.138, 2.247], [0.847, 0.308, 0.369], [0.310, 0.146, 1.607], [-0.809, -0.816, 1.524], [-1.262, -1.236, 2.922], [-1.138, -2.746, 3.075], [-2.637, -0.905, 3.069], [1.855, -2.790, -3.006], [2.857, -4.203, -3.164], [3.584, -2.609, -3.270], [2.279, -3.579, -0.678], [3.933, -3.917, -1.103], [3.711, -1.206, -1.614], [1.512, -2.033, 1.824], [3.070, -2.743, 1.574], [1.469, 2.908, -2.684], [1.244, 1.444, -3.584], [-0.081, 4.142, -3.350], [-1.529, 1.701, 0.555], [-1.073, 2.823, -0.786], [0.869, 3.494, 0.872], [-2.171, 4.074, 1.523], [-0.627, 5.089, 1.890], [-0.416, -1.686, 1.001], [-1.602, -0.388, 0.919], [-0.681, -0.712, 3.671], [-1.472, -3.065, 4.050], [-1.722, -3.210, 2.284], [-0.114, -3.101, 2.959], [-3.085, -1.266, 2.302], [-4.174, 0.625, -0.865], [-3.058, 0.366, -0.412], [-5.211, 0.986, -0.061], [-4.440, 0.573, -2.193], [-6.128, 1.202, -0.403], [-5.037, 1.030, 0.926], [-3.686, 0.320, -2.805], [-5.338, 0.780, -2.587]],
  "lowdin_charge": [-0.0865, -0.2588, -0.6458, 0.7879, -0.0681, -0.1287, -0.7344, 0.0621, 0.6890, -0.2549, 0.2397, -0.2220, 0.0196, -0.5071, 0.1321, 0.1420, 0.0911, -0.0226, -0.3303, 0.0361, -0.0531, 0.0250, 0.0038, -0.0650, -0.3769, -0.0284, -0.0187, 0.0743, 0.0780, 0.0799, 0.1108, 0.0806, 0.0761, 0.1002, 0.1282, 0.1398, 0.1486, 0.1127, 0.1181, 0.1352, 0.1494, 0.1227, 0.1092, 0.1242, 0.0912, 0.1563, 0.0913, 0.0929, 0.0745, 0.0865, -0.6461, -0.0169, 0.1687, 0.1759, 0.1033, 0.1073, 0.0937, 0.1060]
}